Molecular formula: C14H28FO10S2
Method: DFT, ωB97M-V/def2-TZVPD

```
! RIJCOSX wB97M-V def2-TZVPD def2/J DEFGRID3
* xyz -1 1
S -4.073 0.811 1.531
S 1.932 3.836 1.081
F 0.205 0.564 1.121
O 1.010 4.704 1.843
O 0.417 -4.285 0.158
O 2.696 2.746 1.672
O -3.799 -0.831 1.051
O 3.062 -0.314 -0.093
O 1.169 -2.628 1.572
O 3.090 4.778 0.345
O 3.714 -0.581 -2.261
O -3.577 1.607 0.419
O -5.402 1.017 2.138
C 4.008 4.224 -0.600
C -4.351 -1.735 1.937
C 0.874 3.410 -0.429
C 3.240 -1.217 -3.476
C 2.788 -0.603 -1.240
C -1.623 -3.373 -0.556
C -2.728 1.118 2.831
C -1.205 -2.653 0.729
C 0.241 -3.120 0.911
C 5.360 4.926 -0.418
C -5.763 -2.039 1.470
C 1.412 -0.923 -1.776
C 1.724 -1.153 -3.292
C -0.781 -4.741 -0.454
H -1.272 -5.589 0.024
H 4.211 3.160 -0.476
H -1.150 -2.797 -1.351
H -1.281 -1.572 0.610
H -4.342 -1.350 2.956
H 3.791 4.313 -1.665
H -6.116 -2.441 2.419
H 0.670 -0.195 -1.447
H -2.604 0.269 3.503
H -0.190 3.361 -0.200
H -2.695 -3.561 -0.608
H -3.773 -2.639 1.744
H 1.091 4.180 -1.170
H 1.260 2.477 -0.839
H 1.276 -0.449 -3.993
H 1.164 -1.908 -1.378
H 3.722 -0.755 -4.338
H -6.345 -1.176 1.147
H 5.295 5.777 0.260
H -1.832 -2.781 1.611
H 1.472 -2.120 -3.727
H -0.574 -5.220 -1.411
H -5.872 -2.898 0.808
H -1.841 1.434 2.282
H 3.535 -2.237 -3.227
H 5.930 4.227 0.195
H -3.033 1.970 3.440
H 5.865 4.976 -1.383
*
```

Computed properties:
Electronic energy   -2198.78569 a.u.
Gap between HOMO and LUMO   6.81 eV

Here are the natural (NBO) charges for atoms 1 to 4, given in e: atom 1 (S): 2.24, atom 2 (S): 2.29, atom 3 (F): -0.98, atom 4 (O): -0.92